Entry one
C2H6N2OS as an isolated structure, computed with the ωB97M-V functional and the def2-TZVPD basis.

Geometry as ORCA input:
```
! wB97M-V def2-TZVPD RIJCOSX def2/J DEFGRID3
* xyz 0 1
S 0.3051 -2.1547 -1.5447
O 0.9107 -0.4337 0.7384
N -1.2683 1.0623 0.9078
N -0.3875 -0.5546 0.4683
C -0.7658 -1.2303 -0.7469
C 1.5109 0.5321 -0.1277
H 2.4678 0.0102 -0.4808
H 0.9389 0.5525 -0.9789
H -1.3986 0.8247 1.8853
H -2.1984 1.0116 0.4718
H 1.6352 1.5171 0.2644
H -1.7500 -1.1372 -0.8570
*
```



Entry two
A 2-piece molecular cluster, C2H6N2OS overall, computed with the ωB97M-V functional and the def2-TZVPD basis.

Geometry as ORCA input:
```
! wB97M-V def2-TZVPD RIJCOSX def2/J DEFGRID3
* xyz 0 1
S 1.3248 1.5536 -1.2854
O -1.8619 0.3259 -0.5654
N -1.4602 -0.8002 -0.3743
N -1.9794 -1.9164 -0.5617
C 1.0834 0.0902 1.1014
C 0.9229 1.1621 0.3243
H 1.5701 -0.7845 0.7746
H -2.8542 -1.7558 -1.1626
H 0.5704 2.0922 0.8891
H -0.6374 -0.7172 0.4076
H 1.0432 0.0814 2.2017
H 2.2782 0.6687 -1.7492
*
```



Entry three
One molecule with the formula C2H6N2OS, computed with the ωB97M-V functional and the def2-TZVPD basis.

Geometry as ORCA input:
```
! wB97M-V def2-TZVPD RIJCOSX def2/J DEFGRID3
* xyz 0 1
S 2.8486 0.1101 -0.1968
O -2.2427 0.2007 -0.1523
N 0.1787 1.5267 0.0285
N 1.2798 -0.5468 -0.0220
C -1.1084 -0.6410 0.0371
C 0.1412 0.2157 -0.0165
H 1.2200 -1.5300 0.2633
H -0.9014 -1.4267 -0.7172
H -0.7791 1.8894 0.0642
H 2.7642 0.9081 0.8526
H -2.1811 0.4471 -1.1142
H -1.2198 -1.1534 0.9735
*
```



So which one is most stable? That would be entry three, about 0.1186 hartree below the next structure.



Entry one
An isolated ion of composition CH3N2O2S and charge -1, computed with the ωB97M-V functional and the def2-TZVPD basis.

Geometry as ORCA input:
```
! wB97M-V def2-TZVPD RIJCOSX def2/J DEFGRID3
* xyz -1 1
S 1.5837 0.6898 -0.9944
O -1.4323 -1.0269 0.2349
O -1.6716 0.8146 -1.0494
N 0.4874 0.5303 0.1858
N 0.8546 -0.4081 1.2109
C -1.1796 -0.0085 -0.3343
H 0.7002 0.9560 -2.0017
H 0.5694 -1.3764 0.8835
H 0.0881 -0.1709 1.8647
*
```



Entry two
An isolated ion of composition CH3N2O2S and charge -1, computed with the ωB97M-V functional and the def2-TZVPD basis.

Geometry as ORCA input:
```
! wB97M-V def2-TZVPD RIJCOSX def2/J DEFGRID3
* xyz -1 1
S -2.6120 0.2846 -0.4152
O -3.2715 -0.9001 0.1396
O -2.5134 1.4560 0.4789
N 1.0364 1.1803 0.1662
N 0.4353 0.5105 -0.6876
C -0.8201 -0.4732 -0.1573
H -0.8763 -0.4078 1.0092
H 1.9311 1.7170 -0.3477
H -0.5108 -1.4040 -0.5557
*
```



So which one is most stable? That would be entry one, about 0.0536 hartree below the next structure.



Entry one
C19H26N2O3S as an isolated structure, computed with the ωB97M-V functional and the def2-TZVPD basis.

Geometry as ORCA input:
```
! wB97M-V def2-TZVPD RIJCOSX def2/J DEFGRID3
* xyz 0 1
S 3.1751 -2.4307 -0.3403
O -4.3997 1.9198 -0.9223
O -4.6412 -0.8696 -0.5824
O 0.9493 2.5122 -0.6389
N 1.2716 1.0100 1.2185
N 4.9827 0.1084 0.9101
C 0.4627 1.4237 0.2157
C 2.7269 -0.3074 -1.5178
C 2.4906 -2.4013 -1.9214
C -0.8931 0.8666 -0.0608
C -3.2439 1.3159 -0.4592
C -6.1537 -1.3176 2.1248
C 3.2222 -0.6356 -0.3484
C -4.1243 3.0109 -1.2195
C -1.8782 1.5991 -0.3520
C 2.5848 1.3724 1.3479
C -1.0625 -0.4926 0.1151
C -3.4463 -0.3537 -0.1986
C 3.5630 0.1852 0.6905
C -2.3975 -1.1868 0.2603
C 5.5196 0.4581 2.2424
C 5.4686 1.2115 -0.0482
C -4.9705 -2.0428 -0.1024
C -4.9661 -2.1190 1.4124
C 2.4278 -0.9381 -2.5163
H -5.1507 3.5285 -1.5065
H 5.1950 -0.1944 3.2213
H 0.9169 0.1865 1.5625
H -2.5379 -2.0587 0.1730
H -3.4400 3.4445 -1.9068
H 5.3494 2.1398 0.3408
H 2.6409 0.9720 -1.6747
H -4.2528 -2.8473 -0.4779
H -5.2169 -3.4067 1.6745
H 3.2781 -0.7341 1.7834
H 2.4160 -3.1797 -2.5980
H -7.0305 -1.6022 1.6520
H 5.3409 1.7320 2.6453
H -1.6828 2.5274 -0.4682
H -4.1362 -1.8813 1.7952
H 2.9276 1.7908 2.2419
H -5.8551 -2.2144 -0.5415
H 6.6652 0.4559 2.0068
H -0.2649 -1.3113 0.4982
H 4.9275 1.0564 -0.9328
H 6.4288 1.1247 0.0950
H 2.0040 -0.8865 -3.5971
H 2.8361 2.0958 0.6167
H -3.8614 3.7184 -0.1083
H -6.1445 -0.2133 1.8298
H -6.1922 -1.3617 3.0752
*
```



Entry two
One molecule with the formula C19H26N2O3S, computed with the ωB97M-V functional and the def2-TZVPD basis.

Geometry as ORCA input:
```
! wB97M-V def2-TZVPD RIJCOSX def2/J DEFGRID3
* xyz 0 1
S 5.9776 -0.4345 -1.3192
O 0.5924 -2.0610 -0.7857
O -4.6054 1.4648 0.1941
O -4.1183 -1.3110 0.8638
N 1.5050 0.0010 -0.8899
N 3.4724 1.4415 0.4453
C -5.8418 0.7797 0.2843
C 0.4626 -0.8504 -0.7247
C -3.1353 -0.5351 0.3048
C 2.8646 -0.4619 -0.9785
C 4.1995 2.2795 -0.4883
C 5.0974 -0.4285 0.1767
C -2.4234 1.5992 -0.5559
C -1.8614 -1.0113 0.0419
C -1.1526 1.1182 -0.7920
C -7.6077 -0.5442 -0.9241
C -3.4333 0.8069 -0.0118
C -0.8593 -0.2060 -0.4926
C 5.9029 -0.7966 1.2114
C 7.4136 -0.9378 -0.5196
C 3.7172 1.8607 1.8091
C 7.2271 -1.0897 0.8144
C -3.8531 -2.6753 1.0859
C -6.2293 0.0936 -1.0257
C 3.6640 -0.0012 0.2524
H -3.0585 -2.8161 1.8247
H -6.5603 1.5717 0.5166
H 5.2800 2.3080 -0.2890
H -8.3627 0.2073 -0.7039
H 8.3057 -1.0905 -1.0935
H -2.6784 2.6206 -0.7914
H 1.4108 0.9703 -0.6283
H 3.0956 1.2755 2.4854
H 5.5595 -0.8689 2.2285
H 7.9994 -1.4007 1.4949
H -1.5962 -2.0349 0.2528
H 2.8408 -1.5533 -1.0214
H -5.4870 -0.6707 -1.2618
H -7.6231 -1.2888 -0.1316
H -0.4195 1.7709 -1.2398
H -3.5835 -3.1900 0.1588
H -7.8695 -1.0314 -1.8600
H 3.3254 -0.0847 -1.8976
H 3.8113 3.2953 -0.4093
H 3.2157 -0.4808 1.1316
H -6.2159 0.8340 -1.8287
H -4.7824 -3.0910 1.4736
H 3.4392 2.9098 1.9050
H -5.8347 0.0565 1.1040
H 4.7697 1.7521 2.1098
H 4.0429 1.9293 -1.5054
*
```



So which one is most stable? That would be entry two, about 0.7135 hartree below the next structure.



Entry one
One molecule with the formula C4H5NOS, computed with the ωB97M-V functional and the def2-TZVPD basis.

Geometry as ORCA input:
```
! wB97M-V def2-TZVPD RIJCOSX def2/J DEFGRID3
* xyz 0 1
S 0.6575 1.2363 0.1253
O -3.8325 -0.5910 -0.3297
N -3.4186 0.7326 0.1323
C -1.3423 -0.7686 -0.3211
C -0.0196 -0.3674 -0.1184
C 2.5241 0.7541 0.2978
C -2.5615 -0.1180 -0.2023
H 2.6379 -0.1755 -0.3119
H -1.3677 -1.8117 -0.2573
H 3.0914 1.5773 0.1224
H 2.7864 0.5943 1.3494
H 0.8450 -1.0624 -0.4864
*
```



Entry two
One molecule with the formula C4H5NOS, computed with the ωB97M-V functional and the def2-TZVPD basis.

Geometry as ORCA input:
```
! wB97M-V def2-TZVPD RIJCOSX def2/J DEFGRID3
* xyz 0 1
S -3.1396 0.1404 -0.1960
O 0.6116 2.1938 -0.1319
N -0.5346 1.5592 -0.0436
C -0.4564 0.3399 0.0024
C 0.8821 -0.2888 -0.0627
C -1.7381 -0.3126 0.2362
C 1.1992 -1.5824 -0.2203
H -1.5205 -1.3150 0.6344
H 2.1279 -2.0537 -0.2310
H 0.4524 -2.3776 -0.0293
H 1.6088 0.5861 -0.1399
H 0.5073 3.1109 0.1819
*
```



So which one is most stable? That would be entry two, about 0.0528 hartree below the next structure.



Entry one
One molecule with the formula C4H5NOS, computed with the ωB97M-V functional and the def2-TZVPD basis.

Geometry as ORCA input:
```
! wB97M-V def2-TZVPD RIJCOSX def2/J DEFGRID3
* xyz 0 1
S 1.5666 -0.7418 -0.0354
O -0.5018 0.9362 -0.0899
N -2.4727 -0.1944 0.0420
C -1.4023 -1.1257 0.0709
C -1.8729 0.9863 -0.0282
C -0.2227 -0.4356 -0.0320
C 2.3019 0.9346 0.1042
H 1.9507 1.6267 -0.6972
H 3.3292 0.7356 -0.1485
H -1.5217 -2.1913 0.0398
H -2.4159 1.9929 0.0784
H 2.0905 1.4196 1.0303
*
```



Entry two
C4H5NOS as an isolated structure, computed with the ωB97M-V functional and the def2-TZVPD basis.

Geometry as ORCA input:
```
! wB97M-V def2-TZVPD RIJCOSX def2/J DEFGRID3
* xyz 0 1
S 0.3752 0.7190 -1.2971
O -0.8223 2.5625 1.5537
N -0.5355 1.7784 -0.5456
C 1.2612 0.1736 0.1497
C -0.2992 1.7940 0.7849
C 0.8266 0.8314 1.1864
C -0.9368 -1.8795 -1.0453
H 1.2467 0.6716 2.1075
H -1.9457 -1.6240 -0.5907
H -0.9915 -2.1777 -2.1468
H 2.0415 -0.5275 0.3174
H -0.2200 -2.3219 -0.4741
*
```



So which one is most stable? That would be entry one, about 0.1106 hartree below the next structure.



Entry one
One molecule with the formula C4H5NOS, computed with the ωB97M-V functional and the def2-TZVPD basis.

Geometry as ORCA input:
```
! wB97M-V def2-TZVPD RIJCOSX def2/J DEFGRID3
* xyz 0 1
S -1.8563 -0.7099 -1.3577
O 1.8752 -0.4711 -1.8402
N -0.9018 0.1401 -0.3073
C 1.6476 -0.5865 -0.7005
C -0.3197 -0.5938 0.7913
C 1.1360 -0.7861 0.4628
C -0.7668 1.4827 -0.3244
H -0.2745 2.1491 0.4318
H 1.7830 -0.9963 1.3358
H -0.8178 -1.5952 0.9758
H -1.0299 2.0135 -1.1589
H -0.4749 -0.0463 1.6916
*
```



Entry two
One molecule with the formula C4H5NOS, computed with the ωB97M-V functional and the def2-TZVPD basis.

Geometry as ORCA input:
```
! wB97M-V def2-TZVPD RIJCOSX def2/J DEFGRID3
* xyz 0 1
S -1.7266 -0.9672 0.5021
O -1.4262 1.3338 -0.7963
N -0.6817 -1.5400 -0.7401
C 0.4189 -0.9329 -0.9686
C -1.9659 0.7348 0.0914
C 1.4426 0.1337 1.0001
C 1.1004 0.1872 -0.2794
H 0.9849 -1.3770 -1.8398
H 1.9912 0.9530 1.4816
H 1.2404 -0.7467 1.6419
H 1.3499 1.0448 -0.8754
H -2.7279 1.1765 0.7825
*
```



So which one is most stable? That would be entry two, about 0.0479 hartree below the next structure.



Entry one
A 2-piece molecular cluster, C4H5NOS overall, computed with the ωB97M-V functional and the def2-TZVPD basis.

Geometry as ORCA input:
```
! wB97M-V def2-TZVPD RIJCOSX def2/J DEFGRID3
* xyz 0 1
S -0.2982 1.0593 -1.2363
O -0.7518 0.3892 -2.4629
N 1.2045 -0.2189 0.5709
C -2.0920 -0.8472 1.8404
C 2.0437 0.3316 -0.3879
C 0.0225 -0.0965 0.3053
C 1.4817 0.9422 -1.4746
H -2.4572 -1.5234 1.0627
H -2.5602 0.1467 1.9535
H 1.9221 1.2454 -2.4619
H -1.4932 -1.2601 2.5962
H 2.9781 -0.1684 -0.3055
*
```



Entry two
One molecule with the formula C4H5NOS, computed with the ωB97M-V functional and the def2-TZVPD basis.

Geometry as ORCA input:
```
! wB97M-V def2-TZVPD RIJCOSX def2/J DEFGRID3
* xyz 0 1
S -1.9281 -0.4016 -0.4203
O -2.7120 -1.3774 0.3173
N -3.1983 2.0913 0.4678
C 2.1452 -0.1882 -0.1182
C -0.2854 -0.1576 0.2999
C 0.7118 -0.4022 -0.5149
C -2.5736 1.1421 0.2379
H 2.0647 0.0058 1.0163
H -0.1673 0.4191 1.2668
H 0.5006 -0.6822 -1.4591
H 2.6704 0.6561 -0.6561
H 2.7719 -1.1052 -0.4374
*
```



So which one is most stable? That would be entry two, about 0.1324 hartree below the next structure.